No. 1
Here is a structure of composition C32H37BaI2N3O6Sb2 from the OMol25 dataset. Energies are from ωB97M-V/def2-TZVPD.

Output
energy above the lowest of the compared OMol25 structures with the same formula, charge and spin	92.7	kcal per mole
electronic energy	-2958.56623	Eh
E_LUMO	-0.032	Ha
highest occupied orbital energy	-7.082	eV
maximum force	5.81	eV/Å
Kohn-Sham gap	6.205	eV

The geometry in ORCA input format:
```
! RIJCOSX wB97M-V def2-TZVPD def2/J DEFGRID3
* xyz 0 1
Ba 0.902 0.474 0.566
C -4.763 -2.238 -1.027
Sb -2.901 -1.834 0.023
C -2.648 0.121 -0.877
C -1.652 -2.748 -1.518
C -1.164 -4.124 -1.160
C -2.051 -5.023 -0.562
C -1.669 -6.296 -0.180
C -0.363 -6.703 -0.409
C 0.524 -5.833 -1.016
C 0.154 -4.540 -1.406
C 1.190 -3.647 -1.988
Sb 1.864 -2.193 -0.453
C 3.863 -2.105 -1.205
C 2.308 -3.657 1.055
H -5.092 -3.259 -0.839
H -4.604 -2.105 -2.097
H -5.543 -1.556 -0.689
H -2.697 0.046 -1.963
H -1.663 0.465 -0.560
H -3.409 0.816 -0.522
H -0.826 -2.057 -1.689
H -2.267 -2.773 -2.422
H -3.075 -4.706 -0.386
H -2.378 -6.957 0.301
H -0.039 -7.695 -0.121
H 1.541 -6.154 -1.208
H 0.837 -3.065 -2.840
H 2.063 -4.222 -2.294
H 4.179 -3.104 -1.501
H 4.513 -1.742 -0.411
H 3.933 -1.436 -2.061
H 3.044 -4.372 0.684
H 1.402 -4.195 1.332
H 2.711 -3.143 1.927
O 6.219 2.320 -0.963
C 5.114 2.013 -0.610
C 3.837 2.061 -1.408
O 3.542 2.869 -2.282
C 3.006 0.987 -0.881
C 3.489 0.599 0.387
O 2.875 -0.231 1.143
C 4.700 1.375 0.708
O 5.232 1.521 1.781
O 1.916 0.525 -1.392
I -0.164 4.908 2.847
C -0.636 3.071 3.745
C -0.983 3.025 5.094
C -1.301 1.826 5.672
I -1.859 1.833 7.705
C -1.260 0.628 4.928
C -1.547 -0.655 5.444
C -1.441 -1.756 4.641
C -1.040 -1.591 3.305
N -0.778 -0.418 2.780
C -0.886 0.686 3.556
C -0.580 1.948 2.912
O -0.276 1.993 1.663
H -1.000 3.937 5.675
H -1.840 -0.762 6.480
H -1.656 -2.746 5.018
H -0.932 -2.450 2.650
C -0.302 3.577 -3.560
C -0.034 2.468 -2.518
N -0.094 3.015 -1.162
C -1.426 3.531 -0.879
C -1.812 4.608 -1.926
N -0.623 4.831 -2.809
C 0.553 5.251 -1.984
C 0.876 4.093 -1.008
H -1.147 3.345 -4.208
H 0.577 3.768 -4.173
H 0.950 2.033 -2.668
H -0.768 1.665 -2.600
H -1.417 3.953 0.125
H -2.145 2.714 -0.886
H -2.064 5.558 -1.457
H -2.642 4.294 -2.558
H -0.842 5.566 -3.476
H 0.283 6.171 -1.466
H 1.392 5.449 -2.650
H 0.853 4.446 0.021
H 1.862 3.709 -1.237
*
```

Atom charges from the Löwdin analysis, given in e for atoms 1 to 2: Ba 2.012; C -0.344

No. 2
Here is the molecule C18H17F4N5O4 from the OMol25 dataset. Energies are from ωB97M-V/def2-TZVPD.

Output
energy above the lowest of the compared OMol25 structures with the same formula, charge and spin	3.9	kcal per mole
electronic energy	-1670.24741	Eh
E_LUMO	-0.003	Ha
highest occupied orbital energy	-9.692	eV
maximum force	1.67	eV/Å
Kohn-Sham gap	9.604	eV

The geometry in ORCA input format:
```
! RIJCOSX wB97M-V def2-TZVPD def2/J DEFGRID3
* xyz 0 1
C -3.597 -2.167 -1.784
C -3.825 -1.016 -0.884
N -3.006 0.008 -0.831
N -3.495 0.862 0.080
C -2.803 2.103 0.337
C -1.322 1.915 0.136
C -0.638 2.622 -0.843
C 0.718 2.434 -1.018
C 1.407 1.512 -0.232
C 2.859 1.383 -0.457
O 3.566 2.303 -0.839
N 3.438 0.162 -0.227
N 2.792 -0.998 -0.007
C 3.628 -1.959 0.021
C 3.195 -3.371 0.242
F 3.579 -4.153 -0.795
F 3.796 -3.886 1.342
C 5.056 -1.547 -0.198
C 4.907 -0.029 -0.381
O 5.355 0.374 -1.620
C 5.592 0.771 0.755
F 6.881 0.397 0.880
F 4.993 0.489 1.938
C 0.726 0.807 0.757
C -0.627 1.016 0.938
C -4.637 0.430 0.635
C -5.386 1.195 1.657
C -4.895 -0.807 0.034
N -5.977 -1.669 0.269
O -6.029 -2.702 -0.372
O -6.807 -1.341 1.102
H -2.676 -2.012 -2.339
H -4.433 -2.275 -2.473
H -3.536 -3.088 -1.208
H -3.179 2.876 -0.342
H -3.011 2.408 1.366
H -1.167 3.325 -1.469
H 1.261 2.987 -1.769
H 2.106 -3.458 0.364
H 5.689 -1.811 0.650
H 5.473 -1.997 -1.101
H 5.104 1.304 -1.758
H 5.553 1.857 0.591
H 1.254 0.114 1.391
H -1.151 0.471 1.708
H -6.295 0.658 1.915
H -5.649 2.183 1.279
H -4.786 1.322 2.559
*
```

Atom charges from the Löwdin analysis, given in e for atoms 1 to 2: C -0.026; C -0.253

No. 3
Here is the molecule C3H4N2O from the OMol25 dataset. Energies are from ωB97M-V/def2-TZVPD.

Output
energy above the lowest of the compared OMol25 structures with the same formula, charge and spin	132.3	kcal per mole
electronic energy	-301.27645	Eh
E_LUMO	0.006	Ha
highest occupied orbital energy	-8.725	eV
maximum force	1.16	eV/Å
Kohn-Sham gap	8.896	eV

The geometry in ORCA input format:
```
! RIJCOSX wB97M-V def2-TZVPD def2/J DEFGRID3
* xyz 0 1
N -0.792 -0.638 -1.421
C 0.008 -0.299 -0.362
C 0.843 -0.691 0.547
C 0.806 0.775 0.556
N -0.204 1.524 1.291
O -1.311 1.245 0.897
H -1.679 -0.150 -1.489
H -0.920 -1.642 -1.521
H 1.485 -1.462 0.913
H 1.765 1.338 0.589
*
```

Atom charges from the Löwdin analysis, given in e for atoms 1 to 2: N 0.109; C -0.256

Which of these has the highest E_LUMO? C3H4N2O